Entry 1:
C45H57BrFN5O6Sn as an isolated structure. Source: the OMol25 dataset; level of theory: wB97M-V/def2-TZVPD.

```
! wB97M-V def2-TZVPD RIJCOSX def2/J DEFGRID3
* xyz -2 1
Sn -1.06 0.54 -0.43
C 5.23 6.32 -0.33
C 3.96 6.82 0.36
C 4.32 7.36 1.74
C 3.06 7.70 2.52
C 2.24 6.45 2.68
C 1.52 6.19 3.83
C 0.74 5.04 3.90
F 0.05 4.82 5.04
C 0.68 4.14 2.87
C 1.43 4.38 1.71
C 1.34 3.39 0.59
O 0.85 2.29 0.81
C 1.92 3.87 -0.65
C 2.71 4.97 -0.62
N 2.96 5.75 0.47
C 2.22 5.53 1.62
C 1.72 3.26 -2.04
O 2.64 3.39 -2.85
O 0.58 2.75 -2.23
H 6.05 7.02 -0.15
H 5.11 6.22 -1.41
H 5.51 5.34 0.07
H 3.53 7.64 -0.24
H 4.96 8.24 1.62
H 4.89 6.59 2.28
H 2.48 8.45 1.97
H 3.31 8.13 3.50
H 1.54 6.88 4.66
H 0.07 3.25 2.93
H 3.19 5.26 -1.54
C 1.29 -6.08 4.36
C 1.97 -6.10 2.99
C 1.64 -7.43 2.29
C 3.49 -6.02 3.21
C 1.49 -4.95 2.11
C 0.30 -4.26 2.35
C -0.09 -3.26 1.49
Br -1.80 -2.44 1.76
C 0.66 -2.78 0.37
O 0.28 -1.77 -0.30
C 1.82 -3.58 0.07
C 2.17 -4.61 0.94
C 2.62 -3.47 -1.24
C 2.25 -4.68 -2.12
C 4.13 -3.48 -0.97
C 2.32 -2.20 -2.05
H 1.75 -6.83 5.02
H 0.23 -6.31 4.28
H 1.41 -5.10 4.83
H 1.94 -8.29 2.90
H 2.15 -7.50 1.33
H 0.56 -7.50 2.11
H 3.81 -6.80 3.91
H 3.76 -5.05 3.63
H 4.04 -6.16 2.28
H -0.34 -4.50 3.18
H 3.03 -5.21 0.68
H 2.48 -5.62 -1.61
H 2.81 -4.64 -3.06
H 1.19 -4.67 -2.34
H 4.46 -4.42 -0.51
H 4.41 -2.66 -0.32
H 4.67 -3.37 -1.91
H 1.28 -2.14 -2.36
H 2.96 -2.19 -2.94
H 2.53 -1.30 -1.47
O 0.05 1.86 -4.73
C 0.31 1.30 -3.77
C -4.37 -2.22 -5.26
N -3.08 -1.60 -5.00
C -2.98 -0.24 -5.47
C -2.51 -1.85 -3.73
N -2.09 -0.98 -2.91
N -2.42 -3.22 -3.43
C -1.56 -3.97 -4.33
C -2.13 -3.49 -2.02
H -4.49 -2.40 -6.33
H -5.20 -1.58 -4.93
H -4.43 -3.17 -4.73
H -3.28 -0.22 -6.52
H -1.95 0.11 -5.38
H -3.63 0.45 -4.92
H -2.30 -0.01 -3.13
H -1.75 -3.68 -5.35
H -1.77 -5.04 -4.22
H -0.49 -3.80 -4.10
H -2.86 -2.99 -1.40
H -1.14 -3.13 -1.72
H -2.19 -4.57 -1.86
N -3.78 3.23 6.49
C -3.31 2.87 5.50
C -2.74 2.41 4.27
C -1.87 1.31 4.25
C -1.35 0.86 3.05
C -1.66 1.45 1.82
C -2.49 2.58 1.88
C -3.04 3.05 3.07
H -1.61 0.83 5.19
H -0.67 0.02 3.08
H -2.72 3.11 0.96
H -3.70 3.91 3.08
C -4.77 2.73 -1.08
C -4.43 1.24 -0.93
C -5.12 0.48 -2.08
C -5.02 0.73 0.39
O -3.07 1.04 -0.99
H -5.84 2.90 -1.16
H -4.27 3.14 -1.96
H -4.40 3.27 -0.20
H -6.21 0.51 -1.99
H -4.78 -0.56 -2.08
H -4.83 0.93 -3.04
H -6.09 0.97 0.48
H -4.49 1.19 1.22
H -4.89 -0.35 0.46
*
```

**Orbital gap**: 5.78 eV
**ΔE to the lowest compared entry with this formula, charge and spin**: 1.1153 eV
**M**: 981.6 g mol⁻¹
**Maximum force**: 1.15 eV Å⁻¹

Löwdin population analysis, charges in e, atoms 1 to 6: atom 1 (Sn): 1.417, atom 2 (C): -0.049, atom 3 (C): -0.325, atom 4 (C): -0.161, atom 5 (C): -0.138, atom 6 (C): -0.159


Entry 2:
A 7-piece molecular cluster, C27H65N3O7 overall. Source: the OMol25 dataset; level of theory: wB97M-V/def2-TZVPD.

```
! wB97M-V def2-TZVPD RIJCOSX def2/J DEFGRID3
* xyz 0 1
C -3.38 -0.36 4.48
C -2.97 -1.88 4.34
C -1.75 -2.21 5.15
C -4.26 -2.69 4.80
C -4.33 -4.14 4.34
C -4.24 -4.15 2.89
C -2.99 -3.37 2.25
C -1.72 -4.22 2.39
C -3.30 -3.09 0.77
N -2.95 -2.05 2.89
O -1.91 -1.28 2.31
H -2.61 0.19 3.94
H -4.40 -0.24 4.09
H -3.52 -0.05 5.50
H -1.92 -1.74 6.09
H -1.48 -3.28 5.20
H -0.92 -1.75 4.58
H -4.13 -2.65 5.89
H -5.23 -2.19 4.49
H -3.55 -4.76 4.85
H -5.31 -4.50 4.61
H -5.07 -3.65 2.41
H -4.22 -5.13 2.42
H -1.85 -5.13 1.73
H -1.44 -4.52 3.38
H -0.82 -3.74 1.95
H -4.20 -2.47 0.80
H -3.49 -4.05 0.26
H -2.58 -2.49 0.26
H -1.07 -1.72 2.38
C 1.62 5.78 -3.22
C 1.35 4.57 -2.33
C 0.59 3.50 -3.15
C 2.66 4.02 -1.74
C 2.32 3.01 -0.66
C 1.51 3.75 0.43
C 0.16 4.32 -0.01
C -0.88 3.20 -0.31
C -0.42 5.29 1.01
N 0.56 5.13 -1.17
O -0.67 5.66 -1.72
H 2.22 5.43 -4.07
H 2.14 6.53 -2.63
H 0.70 6.23 -3.61
H -0.29 3.83 -3.75
H 0.31 2.60 -2.59
H 1.33 3.19 -3.88
H 3.24 3.58 -2.54
H 3.25 4.80 -1.29
H 3.24 2.59 -0.20
H 1.88 2.16 -1.13
H 2.11 4.56 0.86
H 1.26 3.14 1.26
H -0.36 2.26 -0.47
H -1.51 3.02 0.56
H -1.65 3.43 -1.05
H -1.32 5.82 0.61
H -0.61 4.76 1.93
H 0.40 6.01 1.22
H -0.77 6.58 -1.40
C 0.18 -1.27 -5.21
C 1.35 -1.99 -4.57
C 1.68 -3.17 -5.45
C 2.57 -1.05 -4.41
C 2.45 0.05 -3.32
C 2.24 -0.68 -2.01
C 0.95 -1.53 -2.08
C 1.01 -2.38 -0.80
C -0.29 -0.68 -2.09
N 1.10 -2.49 -3.23
O -0.13 -3.29 -3.18
H -0.83 -1.71 -5.06
H 0.09 -0.24 -4.87
H 0.36 -1.27 -6.31
H 2.45 -3.87 -5.00
H 0.84 -3.74 -5.80
H 2.08 -2.84 -6.42
H 3.37 -1.69 -4.05
H 2.80 -0.63 -5.40
H 3.39 0.60 -3.31
H 1.69 0.79 -3.60
H 2.16 0.02 -1.17
H 3.15 -1.25 -1.73
H 0.90 -1.83 0.14
H 1.92 -2.96 -0.87
H 0.21 -3.12 -0.72
H -0.23 -0.06 -1.16
H -1.18 -1.27 -2.25
H -0.24 0.04 -2.93
H 0.14 -4.15 -2.87
O 2.39 1.68 3.56
H 2.54 2.55 3.92
H 2.81 1.00 4.16
O 3.19 -0.86 4.45
H 3.96 -1.26 3.96
H 2.42 -1.34 4.07
O 3.99 -0.28 1.19
H 3.34 -0.90 0.82
H 3.50 0.43 1.69
O 1.16 0.10 1.67
H 1.54 0.73 2.30
H 0.24 0.39 1.53
*
```

**Orbital gap**: 8.70 eV
**ΔE to the lowest compared entry with this formula, charge and spin**: 0.8944 eV
**M**: 543.8 g mol⁻¹
**Maximum force**: 3.74 eV Å⁻¹

Löwdin population analysis, charges in e, atoms 1 to 6: atom 1 (C): -0.022, atom 2 (C): -0.507, atom 3 (C): -0.022, atom 4 (C): -0.124, atom 5 (C): -0.211, atom 6 (C): -0.152